Formula: C5H18O3
Source: OMol25
Level of theory: ωB97M-V with the def2-TZVPD basis set

Geometry as XYZ:
```
26
C5H18O3 ωB97M-V with the def2-TZVPD basis set
C -1.5081 3.4323 1.4727
C -2.7330 2.5457 1.4120
C -2.5558 1.1232 1.9517
C -3.5225 -0.0358 1.5701
C -2.6158 1.2079 3.4658
H -0.6061 2.8908 1.2068
H -1.6004 4.3445 0.8726
H -1.4925 3.8572 2.4850
H -3.5318 3.1122 1.8935
H -3.0639 2.3085 0.3595
H -1.5536 0.8169 1.6120
H -3.6204 -0.7819 2.3539
H -3.1520 -0.5680 0.6960
H -4.5077 0.3956 1.3801
H -3.5903 1.4878 3.8886
H -1.9109 1.8662 4.0007
H -2.3970 0.2382 3.9354
H 4.7445 0.2898 -4.3831
H 3.4550 -0.5284 -4.6129
O 4.2044 -0.4117 -4.0212
H 4.5969 -4.7305 -1.1027
H 4.3016 -3.3016 -1.4965
O 4.2133 -3.9164 -0.7598
H 2.7298 -1.9082 -3.5780
H 1.8181 -3.0337 -4.0010
O 2.4359 -2.7869 -3.3026
```

Properties
HOMO energy (alpha / beta) ... -12.430 / -12.430 eV
Lowest unoccupied orbital energy (alpha / beta) ... -2.687 / -10.199 eV
2S+1 ... 2
HOMO-LUMO gap (alpha / beta) ... 0.3580 / 0.0820 Ha
Relative energy (zero: lowest compared OMol25 entry of this formula, charge and spin) ... 0.9419 eV
Net charge ... +1

***

Formula: C5H19N2O5
Source: OMol25
Level of theory: ωB97M-V with the def2-TZVPD basis set

Geometry as XYZ:
```
31
C5H19N2O5 ωB97M-V with the def2-TZVPD basis set
O 0.4396 -3.4414 1.4147
C 1.2712 -3.1613 0.5892
C 0.9890 -2.1023 -0.4411
C 2.2956 -1.3402 -0.9531
C 2.0004 0.1028 -0.5852
C 1.2526 0.9094 -1.3116
N 1.0166 2.3014 -0.7986
N 0.1591 -2.5505 -1.5504
H 2.2977 -3.5606 0.7182
H 0.5270 -1.3202 0.2101
H 3.3205 -1.6654 -0.7197
H 2.3660 -1.3811 -2.0629
H 2.3332 0.3643 0.4435
H 0.4936 0.6076 -2.0146
H 1.1743 3.0110 -1.5139
H 0.0128 2.2464 -0.5721
H 1.5822 2.3805 0.0598
H -0.4739 -1.8693 -1.9506
H -0.4238 -3.3273 -1.2602
H -3.8635 -1.4325 0.6556
H -2.3532 -1.8044 0.4737
O -2.9982 -1.0974 0.4027
H 0.5689 1.4733 2.8656
H -0.6915 1.5279 1.9671
O 0.2310 1.8676 2.0484
H -2.5417 3.1993 -0.6116
H -1.3944 3.5322 0.3258
O -1.6095 3.0226 -0.4692
H -3.1913 1.5247 1.9885
H -2.3793 0.5127 1.2282
O -2.4109 1.4706 1.4238
```

Properties
HOMO energy ... -12.852 eV
Lowest unoccupied orbital energy ... -2.691 eV
HOMO-LUMO gap ... 0.3734 Ha
Relative energy (zero: lowest compared OMol25 entry of this formula, charge and spin) ... 2.1253 eV
Net charge ... +1

***

Formula: C5H19N3O2
Source: OMol25
Level of theory: ωB97M-V with the def2-TZVPD basis set

Geometry as XYZ:
```
29
C5H19N3O2 ωB97M-V with the def2-TZVPD basis set
C 0.2144 -1.6562 0.0120
C 0.8182 -0.3563 -0.4923
C -0.0971 0.9023 -0.4298
C -1.0992 0.9163 -1.6259
N -0.7916 1.8653 -2.6969
C -0.9006 3.1518 -2.4532
N -0.4424 4.1644 -3.1474
N 0.6606 -1.9427 1.4197
H 0.4373 -2.5446 -0.5838
H -0.8688 -1.7323 -0.1125
H 1.8334 -0.1923 -0.1189
H 1.0911 -0.4773 -1.5483
H -0.6598 0.8962 0.4980
H 0.5899 1.7225 -0.6258
H -1.5067 -0.0282 -1.9678
H -2.0121 1.2871 -1.1387
H -0.0340 1.5837 -3.3116
H -1.6321 3.4431 -1.7041
H -0.7865 5.0553 -2.8231
H 0.2690 4.0127 -3.8476
H 1.6487 -2.1093 1.5156
H 0.1005 -2.7663 1.7758
H 0.4323 -1.0861 1.9430
H -0.1041 -4.4037 3.3268
H 1.3137 -4.7358 2.6000
O 0.6213 -4.0972 2.7806
H 0.5933 0.4207 4.3317
H 0.1357 -0.9816 4.5589
O 0.1757 -0.3112 3.8656
```

Properties
HOMO energy ... -17.780 eV
Lowest unoccupied orbital energy ... -6.081 eV
HOMO-LUMO gap ... 0.4299 Ha
Relative energy (zero: lowest compared OMol25 entry of this formula, charge and spin) ... 0.0000 eV
Net charge ... +2

***

Formula: C5H19NO6
Source: OMol25
Level of theory: ωB97M-V with the def2-TZVPD basis set

Geometry as XYZ:
```
31
C5H19NO6 ωB97M-V with the def2-TZVPD basis set
C -1.3162 -1.5528 -0.5225
C -2.1714 -1.2453 -1.5209
N -1.7311 -0.0347 -2.0545
C -0.6349 0.4052 -1.3500
C -0.2872 -0.5562 -0.4326
C -0.0481 1.7348 -1.6247
H -1.2571 -2.4330 0.0993
H -3.0928 -1.6009 -1.9483
H -2.1674 0.5527 -2.7444
H 0.6450 -0.7248 0.0772
H 0.9914 1.8063 -1.2985
H -0.1746 2.1557 -2.6265
H -0.5230 2.5766 -1.0880
H 0.2444 1.4225 2.7244
H 0.1774 0.7679 1.3343
O -0.3701 1.0326 2.0885
H -3.1641 1.0268 -0.7731
H -3.1502 1.2914 0.6808
O -3.7806 1.0550 -0.0207
H 1.7064 -0.2050 -2.2819
H 2.9095 -1.0774 -2.3205
O 2.4304 -0.4950 -1.7064
H 2.6851 -1.0732 2.5056
H 1.3458 -1.7870 2.3635
O 1.9153 -1.1308 1.9388
H 2.9374 0.2916 0.6506
H 3.7216 0.4359 -0.5877
O 3.6634 0.8301 0.3075
H -0.1807 -0.4703 3.1930
H -1.0993 -1.6497 3.3309
O -0.2243 -1.3487 3.6067
```

Properties
HOMO energy ... -8.511 eV
Lowest unoccupied orbital energy ... 0.335 eV
Structure (SMILES) ... Cc1ccc[nH]1.O.O.O.O.O.O
HOMO-LUMO gap ... 0.3251 Ha
Relative energy (zero: lowest compared OMol25 entry of this formula, charge and spin) ... 1.6059 eV

***

Formula: C5H19NO7
Source: OMol25
Level of theory: ωB97M-V with the def2-TZVPD basis set

Geometry as XYZ:
```
32
C5H19NO7 ωB97M-V with the def2-TZVPD basis set
C 0.0238 0.8131 -0.0355
C 0.1555 2.2484 -0.5201
C 1.0580 -0.0607 -0.7006
N 1.1960 -1.3851 -0.2579
C 0.7822 -1.7903 1.0796
C -0.7301 -1.9652 1.0692
O -1.4272 -1.2431 1.7479
O 1.6757 0.2376 -1.7053
H 0.1454 0.8094 1.0194
H -1.0438 0.4462 -0.1972
H 1.1497 2.6799 -0.3073
H -0.5510 2.8853 -0.0232
H -0.0046 2.2526 -1.6081
H 1.9843 -1.8157 -0.6440
H 1.0836 -1.0589 1.8077
H 1.2753 -2.7563 1.3659
H -1.1905 -2.6959 0.4230
H -0.3712 -1.8978 -1.8948
H -1.9071 -1.7851 -1.8736
O -1.1415 -1.9265 -2.4240
H 0.2083 1.4105 3.5722
H 0.2234 2.6798 2.6961
O 0.8184 2.0541 3.1406
H 2.0502 1.2226 2.2683
H 3.3426 1.1550 1.4573
O 2.5519 0.6219 1.6840
H -2.9392 -0.9516 0.2166
H -3.2947 -0.2132 -1.1501
O -3.0482 -1.0490 -0.7373
H -1.0829 -0.3547 -3.1224
H -0.0285 0.7970 -3.0959
O -0.9638 0.6356 -3.2505
```

Properties
HOMO energy ... -10.003 eV
Lowest unoccupied orbital energy ... 0.161 eV
Structure (SMILES) ... CCC(=O)NCC=O.O.O.O.O.O
HOMO-LUMO gap ... 0.3735 Ha
Relative energy (zero: lowest compared OMol25 entry of this formula, charge and spin) ... 0.7361 eV

***

Formula: C5H19O5S2
Source: OMol25
Level of theory: ωB97M-V with the def2-TZVPD basis set

Geometry as XYZ:
```
31
C5H19O5S2 ωB97M-V with the def2-TZVPD basis set
C -0.7820 0.4942 2.2286
C -2.1877 1.0024 2.4202
O -2.9195 0.6640 3.3159
C -0.1227 0.0729 3.5554
S 0.6144 -1.5532 3.6825
S 2.4466 0.0678 -0.4186
C 0.9865 -1.0747 -0.3789
C 1.1337 -2.4476 -1.0114
H -0.9236 -0.3870 1.6129
H -0.1982 1.1686 1.6047
H -2.5622 1.7098 1.6552
H 0.4499 -2.0100 2.4360
H 0.5894 0.8340 3.8723
H -0.9198 0.0978 4.2561
H 0.9324 -1.1997 0.7102
H 0.0878 -0.5075 -0.5857
H 1.5511 -2.3442 -2.0109
H 1.7887 -3.0934 -0.4460
H 0.1355 -2.8926 -1.0229
H 2.3380 1.5330 -2.4862
H 1.4613 0.6534 -3.3237
O 1.6486 1.5840 -3.1712
H 0.7504 3.6037 -1.8478
H 0.7675 3.7440 -0.3473
O 1.1737 4.1105 -1.1417
H -1.8486 -1.4996 -3.0373
H -1.5948 -2.9202 -2.5982
O -2.2271 -2.3833 -3.0908
H -0.0405 1.2270 -1.4312
H -1.5189 0.4864 -1.6135
O -1.0101 1.2596 -1.3870
```

Properties
HOMO energy ... -3.486 eV
Lowest unoccupied orbital energy ... 2.793 eV
HOMO-LUMO gap ... 0.2307 Ha
Relative energy (zero: lowest compared OMol25 entry of this formula, charge and spin) ... 0.0000 eV
Net charge ... -1

***

Formula: C5H2
Source: OMol25
Level of theory: ωB97M-V with the def2-TZVPD basis set

Geometry as XYZ:
```
7
C5H2 ωB97M-V with the def2-TZVPD basis set
C -1.6727 -1.0290 2.3416
C -1.1087 -0.7565 1.2243
C 0.5574 1.2990 -1.4641
C 0.0863 0.5262 -0.6479
C -0.3912 -0.3395 0.2430
H 0.9592 1.9907 -2.1399
H 1.5698 -1.6909 0.4430
```

Properties
HOMO energy (alpha / beta) ... -8.731 / -10.515 eV
Lowest unoccupied orbital energy (alpha / beta) ... -2.471 / -2.088 eV
HOMO-LUMO gap (alpha / beta) ... 0.2301 / 0.3097 Ha
Relative energy (zero: lowest compared OMol25 entry of this formula, charge and spin) ... 3.9132 eV

***

Formula: C5H2
Source: OMol25
Level of theory: ωB97M-V with the def2-TZVPD basis set

Geometry as XYZ:
```
7
C5H2 ωB97M-V with the def2-TZVPD basis set
C 0.0876 -2.7110 -1.3589
C -0.1299 -1.6147 -0.7155
C 0.7808 1.5386 0.8125
C 0.2344 0.6137 0.2423
C -0.3447 -0.4218 -0.2853
H 1.3426 2.0415 1.5090
H -1.9708 0.5538 -0.2041
```

Properties
HOMO energy (alpha / beta) ... -8.344 / -10.436 eV
Lowest unoccupied orbital energy (alpha / beta) ... -2.118 / -3.255 eV
2S+1 ... 3
HOMO-LUMO gap (alpha / beta) ... 0.2288 / 0.2639 Ha
Relative energy (zero: lowest compared OMol25 entry of this formula, charge and spin) ... 2.7730 eV